(1)
Here is an isolated molecule of C6H3NO2 in a non-equilibrium geometry from the OMol25 dataset. Energies are from wB97M-V/def2-TZVPD.

```
12
C6H3NO2 | the OMol25 dataset | wB97M-V/def2-TZVPD
C 0.7276 -2.4306 -0.1097
C 1.1761 -1.3200 -0.0233
C 1.7453 -0.0047 0.0821
O 2.9444 0.1499 0.2095
C 0.8565 1.1708 0.0099
C -0.4814 1.3204 -0.0203
C -1.5329 0.4027 0.0125
N -2.6641 0.1071 0.0428
O -3.7250 -0.4144 0.0707
H 0.3574 -3.4112 -0.1979
H 1.4406 2.0840 -0.0040
H -0.8445 2.3460 -0.0725
```

relative energy (zero: lowest compared OMol25 entry of this formula, charge and spin): 420.8 kJ/mol
Kohn-Sham gap (alpha / beta): 8.4799 / 8.4804 eV
HOMO (alpha / beta): -0.35344 / -0.35347 Ha
SMILES string: C#CC(=O)/C=C\C#[N+][O-]

Atom charges from the Löwdin analysis, given in e for atoms 1 to 6: 0.176 -0.032 -0.431 0.108 -0.014 -0.057

(2)
Here is an isolated molecule of C15H16N2O5 from the OMol25 dataset. Energies are from wB97M-V/def2-TZVPD.

```
38
C15H16N2O5 | the OMol25 dataset | wB97M-V/def2-TZVPD
C 3.3998 -0.0701 6.9481
C 2.3708 -0.4827 5.9033
C 2.9599 -1.4918 4.9097
C 1.9164 -1.8998 3.8895
O 1.3148 -2.9453 3.9338
N 1.7182 -0.9338 2.9336
C 0.8205 -0.9154 1.8733
C -0.0656 -1.9640 1.6180
C -0.9503 -1.9097 0.5504
C -0.9381 -0.7929 -0.2616
C -0.0507 0.2582 -0.0085
C 0.8298 0.2179 1.0451
C -0.2688 1.3054 -1.0370
O 0.2918 2.3615 -1.1874
N -1.2896 0.8220 -1.8381
C -1.8134 1.5351 -2.9786
C -1.0284 1.2032 -4.2473
C -1.5586 1.9650 -5.4356
O -2.4557 2.7610 -5.4174
O -0.8940 1.6475 -6.5533
C -1.7397 -0.4400 -1.4515
O -2.6059 -1.0568 -2.0161
H 2.9651 0.6404 7.6465
H 4.2618 0.3961 6.4756
H 3.7429 -0.9363 7.5084
H 1.5091 -0.9356 6.3969
H 2.0190 0.4044 5.3702
H 3.2727 -2.3870 5.4480
H 3.8308 -1.0606 4.4112
H 2.2944 -0.1059 3.0067
H -0.0538 -2.8239 2.2670
H -1.6332 -2.7223 0.3592
H 1.5074 1.0393 1.2267
H -2.8606 1.2510 -3.1041
H -1.7483 2.6058 -2.7723
H 0.0259 1.4609 -4.1213
H -1.0888 0.1353 -4.4686
H -1.2438 2.1452 -7.3094
```

relative energy (zero: lowest compared OMol25 entry of this formula, charge and spin): 0.0 kJ/mol
Kohn-Sham gap: 8.7283 eV
HOMO: -0.33460 Ha
SMILES string: CCCC(=O)Nc1ccc2c(c1)C(=O)N(CCC(=O)O)C2=O

Atom charges from the Löwdin analysis, given in e for atoms 1 to 6: -0.111 -0.255 -0.126 -0.465 0.086 0.129

(3)
Here is a structure of composition C7H12O6Si in a non-equilibrium geometry from the OMol25 dataset. Energies are from wB97M-V/def2-TZVPD.

```
26
C7H12O6Si | the OMol25 dataset | wB97M-V/def2-TZVPD
C -0.9063 -0.8369 1.8229
C -1.0694 -0.1576 -0.1863
C 2.5603 0.3394 0.2116
C -2.9935 0.6930 -1.3197
C 3.7069 -1.5900 -0.5565
C 0.5679 2.7004 1.3585
C -1.3749 -1.7727 -0.2380
O 0.3980 -0.2796 1.9640
O -1.6752 0.0487 1.1377
O 3.5409 1.0395 0.1742
O -0.9255 -2.0431 1.1075
O -1.5795 0.6570 -1.1461
O 2.5105 -0.9316 -0.1476
Si 0.8453 0.8981 0.8713
H -1.2813 -1.0140 2.8371
H -3.4970 0.7597 -0.3531
H -3.3516 -0.1840 -1.8640
H -3.1924 1.5907 -1.9009
H 4.5794 -1.0011 -0.2695
H 3.6913 -1.7187 -1.6402
H 3.7213 -2.5631 -0.0669
H -0.1511 2.7736 2.1737
H 1.5028 3.1574 1.6772
H 0.1857 3.2819 0.5222
H -2.4428 -1.9587 -0.3359
H -0.7646 -2.3185 -0.9490
```

relative energy (zero: lowest compared OMol25 entry of this formula, charge and spin): 616.8 kJ/mol
Kohn-Sham gap: 8.6369 eV
HOMO: -0.30461 Ha

Atom charges from the Löwdin analysis, given in e for atoms 1 to 6: -0.477 -0.304 -0.531 -0.069 -0.036 -0.131

(4)
Here is an isolated molecule of C5H11NO3 in a non-equilibrium geometry from the OMol25 dataset. Energies are from wB97M-V/def2-TZVPD.

```
20
C5H11NO3 | the OMol25 dataset | wB97M-V/def2-TZVPD
C -1.3243 1.8823 -1.0147
C -0.1720 0.9229 -0.7158
C -0.5718 -0.3387 0.0263
C -1.6238 -1.1851 -0.7524
C 0.7823 -1.0026 0.3879
O 1.4638 -0.0982 1.2648
O 2.7544 -0.7909 1.5341
N 3.1705 -0.5863 2.8648
O 4.1984 0.0754 2.9615
H -0.9041 2.7964 -1.4425
H -2.0422 1.4661 -1.7167
H -1.8172 2.1561 -0.0796
H 0.3128 0.5935 -1.6861
H 0.5881 1.4274 -0.0975
H -1.0849 -0.0741 0.9487
H -1.3060 -1.4556 -1.7707
H -1.8938 -2.0953 -0.2256
H -2.5497 -0.6059 -0.8638
H 0.6613 -1.9465 0.9092
H 1.3580 -1.1409 -0.5320
```

relative energy (zero: lowest compared OMol25 entry of this formula, charge and spin): 684.0 kJ/mol
Kohn-Sham gap: 9.2763 eV
HOMO: -0.37922 Ha
SMILES string: CC[C@@H](C)COON=O

Atom charges from the Löwdin analysis, given in e for atoms 1 to 6: -0.102 -0.252 -0.356 -0.054 -0.173 -0.087

(5)
Here is a structure of composition C31H30N4O10PV from the OMol25 dataset. Energies are from wB97M-V/def2-TZVPD.

```
77
C31H30N4O10PV | the OMol25 dataset | wB97M-V/def2-TZVPD
V -0.5282 -1.0164 0.3016
O -1.0086 -1.9540 2.1990
C -1.5706 -3.2752 2.0689
C -0.8015 -3.9937 0.9835
N -0.7379 -3.1271 -0.2191
C 0.4013 -3.4762 -1.0810
C 0.6834 -2.2789 -1.9649
O 1.2975 -2.3166 -2.9880
O 0.1784 -1.1518 -1.4512
C -2.0106 -3.1592 -0.9789
C -2.9984 -2.1371 -0.4348
O -4.1838 -2.2606 -0.5451
O -2.4016 -1.0911 0.1359
H -0.2098 -2.0052 2.7515
H -2.6251 -3.1394 1.8370
H -1.4950 -3.7999 3.0198
H -1.2535 -4.9582 0.7377
H 0.2175 -4.1543 1.3274
H 0.2118 -4.3669 -1.6812
H 1.2791 -3.6495 -0.4570
H -2.4581 -4.1533 -0.9764
H -1.8155 -2.8727 -2.0158
C 4.3881 2.5131 3.0567
C 4.0591 1.0726 2.8970
N 2.9800 0.5852 2.3182
C 3.0734 -0.7821 2.4328
C 4.2150 -1.1228 3.1043
N 4.8338 0.0671 3.3625
C 4.8682 -2.3784 3.5662
O 4.1622 -3.4930 3.4729
O 5.9830 -2.3310 4.0130
C 1.9944 -1.6392 1.9108
O 1.7633 -2.7427 2.4209
O 1.3122 -1.1462 0.9392
H 3.7617 3.1002 2.3899
H 5.4344 2.7050 2.8200
H 4.2081 2.8393 4.0819
H 5.7292 0.1247 3.8276
H 3.2453 -3.3118 3.1643
O 0.2485 0.3669 2.8956
N -0.5659 0.6315 1.7750
C -1.1877 1.7312 1.9481
C -2.1191 2.3935 1.0391
C -2.9368 3.3675 1.6040
C -3.8240 4.0839 0.8162
C -3.8705 3.8473 -0.5475
C -3.0411 2.8912 -1.1232
C -2.1664 2.1513 -0.3403
P -1.0127 0.9679 -1.0850
C 0.4411 1.9417 -1.5144
C 0.3419 2.9597 -2.4633
C 1.4427 3.7512 -2.7415
C 2.6414 3.5344 -2.0727
C 2.7402 2.5245 -1.1281
C 1.6426 1.7241 -0.8458
C -1.8254 0.4174 -2.5980
C -3.1876 0.1136 -2.5878
C -3.7891 -0.4010 -3.7257
C -3.0385 -0.6070 -4.8753
C -1.6828 -0.3066 -4.8878
C -1.0719 0.2001 -3.7522
H 1.1610 0.6276 2.6037
H -1.0019 2.2267 2.8972
H -2.8787 3.5595 2.6682
H -4.4660 4.8294 1.2644
H -4.5507 4.4095 -1.1731
H -3.0881 2.7221 -2.1903
H -0.5895 3.1309 -2.9899
H 1.3673 4.5354 -3.4827
H 3.5012 4.1520 -2.2968
H 3.6765 2.3457 -0.6157
H 1.7420 0.9264 -0.1220
H -3.7781 0.2589 -1.6924
H -4.8428 -0.6449 -3.7081
H -3.5110 -1.0062 -5.7632
H -1.0938 -0.4780 -5.7786
H -0.0085 0.3978 -3.7571
```

relative energy (zero: lowest compared OMol25 entry of this formula, charge and spin): 5.8 kJ/mol
<S²>: 0.78
Kohn-Sham gap (alpha / beta): 7.5879 / 8.1511 eV
total charge: +1
HOMO (alpha / beta): -0.44299 / -0.44043 Ha
2S+1: 2

Atom charges from the Löwdin analysis, given in e for atoms 1 to 6: 0.992 -0.118 -0.122 -0.108 -0.193 -0.044

(6)
Here is a structure of composition C19H17IN4O6Sn in a non-equilibrium geometry from the OMol25 dataset. Energies are from wB97M-V/def2-TZVPD.

```
48
C19H17IN4O6Sn | the OMol25 dataset | wB97M-V/def2-TZVPD
C 1.8975 0.4188 1.8980
C 2.0250 -1.0800 1.8954
H 2.8027 1.0175 1.7620
H 1.1443 0.9400 2.5305
H 1.3786 0.6416 0.9146
H 1.8583 -1.4406 0.8222
H 3.0147 -1.5484 2.0672
H 1.2616 -1.6315 2.4542
C 0.3674 2.4625 -2.2329
C 0.5035 3.2744 -3.3479
C 0.4650 2.6747 -4.6110
C 0.3333 1.2913 -4.7547
H 0.3433 2.8485 -1.2098
H 0.6306 4.3419 -3.1893
H 0.5409 3.2809 -5.5076
H 0.2976 0.7689 -5.7071
N 0.2461 1.1242 -2.4021
C 0.2408 0.4849 -3.6199
C 0.1676 -0.9935 -3.6393
N 0.2576 -1.6590 -2.4399
C 0.2028 -3.0038 -2.3060
C -0.0257 -3.1609 -4.6848
C 0.0497 -3.7936 -3.4354
H 0.3037 -3.4083 -1.3003
H -0.0020 -4.8726 -3.3084
C 0.0536 -1.7677 -4.7949
H 0.0232 -1.2229 -5.7427
H -0.1493 -3.7460 -5.5916
Sn 0.8331 -0.3256 -1.0512
I 3.6640 -0.1851 -1.5832
O -1.8193 1.3912 -0.0431
C -1.5336 0.3598 0.5646
O -0.9458 -0.7195 0.0510
C -1.6958 0.3007 2.0675
C -1.3654 -0.8316 2.8341
C -1.0895 -0.6922 4.2180
C -1.3643 0.5028 4.8980
C -1.8265 1.5900 4.1440
C -2.0248 1.4863 2.7515
N -1.9355 2.8860 4.7615
O -1.6740 3.0096 5.9726
O -2.2803 3.8463 4.0407
N -0.3362 -1.7239 4.9236
O 0.1236 -2.6746 4.2470
O -0.1864 -1.5989 6.1622
H -1.2544 -1.8097 2.3678
H -1.1551 0.5961 5.9631
H -2.3663 2.3514 2.1918
```

relative energy (zero: lowest compared OMol25 entry of this formula, charge and spin): 0.0 kJ/mol
Kohn-Sham gap: 5.5729 eV
total charge: +2
HOMO: -0.56291 Ha

Atom charges from the Löwdin analysis, given in e for atoms 1 to 6: -0.130 -0.145 0.093 0.099 -0.032 -0.017